C66H51N5O4OsP | ωB97M-V/def2-TZVPD

Structure (XYZ):
```
128
Properties=species:S:1:pos:R:3
Os -0.5573 -0.2236 -1.5123
C 1.2276 6.3244 5.0202
O 1.2904 6.6019 3.6422
C 0.7773 5.7041 2.7697
C 0.9123 6.0359 1.4185
C 0.5425 5.1472 0.4362
C -0.0014 3.9075 0.7663
C -0.2464 3.6306 2.1081
C 0.1528 4.5045 3.1051
C -0.2147 2.8293 -0.2128
C -1.5120 2.3843 -0.4668
C -2.6951 3.1637 -0.2822
C -3.6680 2.5989 -1.0509
C -3.1130 1.4214 -1.6358
N -1.8225 1.2912 -1.2265
C -3.6654 0.6177 -2.6627
C -3.1864 -0.6564 -2.9584
C -3.7682 -1.6226 -3.8137
C -3.0667 -2.7954 -3.6320
C -2.0504 -2.5228 -2.7011
C -1.0192 -3.3883 -2.1145
C -1.3682 -4.2955 -1.0939
C -0.4000 -4.7477 -0.1636
C -0.7706 -5.2381 1.0607
C -2.1241 -5.3703 1.3901
O -2.5833 -5.6544 2.6288
C -1.7310 -5.3757 3.7157
C -3.0867 -5.1536 0.3916
C -2.7222 -4.6162 -0.8125
C 0.3379 -2.9666 -2.3428
N 0.6729 -1.6574 -2.2739
C 2.0417 -1.5731 -2.4455
C 2.8019 -0.4371 -2.1799
C 4.2662 -0.6033 -2.0285
C 4.7232 -0.7873 -0.7280
C 6.0669 -0.9561 -0.4587
C 6.9954 -0.9167 -1.4959
O 8.3334 -1.0442 -1.3262
C 8.8291 -1.2640 -0.0242
C 6.5381 -0.7267 -2.8038
C 5.1900 -0.5834 -3.0666
C 2.2853 0.7990 -1.7584
C 3.0729 1.9327 -1.4241
C 2.2382 2.8498 -0.8454
C 0.9322 2.2835 -0.8422
N 0.9763 1.0628 -1.4506
C 2.5461 -2.8760 -2.7074
C 1.4893 -3.7443 -2.6239
N -2.1093 -1.2393 -2.3003
C -4.5026 1.3810 -3.6015
C -3.8070 1.8287 -4.7243
C -4.2898 2.8719 -5.4859
C -5.5155 3.4522 -5.1683
O -6.0339 4.5379 -5.7858
C -5.2066 5.2807 -6.6538
C -6.2761 2.9068 -4.1290
C -5.7641 1.9030 -3.3354
H 1.7662 7.1340 5.5098
H 1.7138 5.3724 5.2516
H 0.1925 6.3045 5.3723
H 1.3465 6.9905 1.1745
H 0.6604 5.4192 -0.5998
H -0.7119 2.6927 2.3793
H -0.0028 4.2174 4.1336
H -2.7424 4.0603 0.3023
H -4.6679 2.9529 -1.2051
H -4.6290 -1.4697 -4.4336
H -3.2562 -3.7401 -4.1016
H 0.6478 -4.6343 -0.3876
H -0.0020 -5.5039 1.7716
H -2.3520 -5.4821 4.6039
H -1.3493 -4.3505 3.6381
H -0.8909 -6.0728 3.7790
H -4.1165 -5.3568 0.6333
H -3.4751 -4.3947 -1.5498
H 4.0128 -0.8041 0.0864
H 6.3802 -1.1099 0.5616
H 9.9085 -1.3442 -0.1317
H 8.4386 -2.1929 0.4034
H 8.5901 -0.4328 0.6474
H 7.2653 -0.6911 -3.6001
H 4.8548 -0.4338 -4.0818
H 4.1208 2.0253 -1.6200
H 2.5078 3.8141 -0.4684
H 3.5692 -3.1147 -2.9145
H 1.5075 -4.8042 -2.7845
H -2.8401 1.3992 -4.9505
H -3.6992 3.2434 -6.3066
H -5.8116 6.1219 -6.9847
H -4.8958 4.7008 -7.5273
H -4.3202 5.6535 -6.1298
H -7.2485 3.3316 -3.9392
H -6.3341 1.5231 -2.5002
N -0.1848 -0.5514 0.3164
P -0.0553 -0.8612 1.8550
C -1.7209 -1.1227 2.5348
C -2.4563 -2.0706 1.8277
C -3.7898 -2.2783 2.1194
C -4.3914 -1.5412 3.1290
C -3.6649 -0.5870 3.8230
C -2.3317 -0.3601 3.5192
C 0.9026 0.3761 2.8034
C 0.8679 0.4718 4.1887
C 1.6896 1.3786 4.8355
C 2.5408 2.1915 4.1025
C 2.6221 2.0490 2.7273
C 1.8296 1.1186 2.0843
C 1.0484 -2.2920 2.0979
C 1.8632 -2.5855 1.0125
C 2.9155 -3.4729 1.1497
C 3.1717 -4.0344 2.3911
C 2.3487 -3.7526 3.4710
C 1.2795 -2.8820 3.3345
H -1.9619 -2.6081 1.0308
H -4.3524 -3.0087 1.5575
H -5.4329 -1.7034 3.3622
H -4.1414 0.0071 4.5887
H -1.7858 0.4112 4.0399
H 0.2113 -0.1672 4.7599
H 1.6660 1.4399 5.9131
H 3.1580 2.9206 4.6043
H 3.3189 2.6416 2.1548
H 1.9118 0.9508 1.0225
H 1.6562 -2.0866 0.0746
H 3.5441 -3.6957 0.2988
H 4.0228 -4.6816 2.5269
H 2.5602 -4.1964 4.4300
H 0.6416 -2.6582 4.1791
```

Values from the calculation:
- charge = +1
- HOMO-LUMO gap (alpha / beta) (eV) = 4.382 / 4.416
- HOMO level (alpha / beta) (eV) = -8.6 / -8.6

Results of the Mulliken charge analysis, in e, for atoms 1 through 99:
1 Os -0.012
2 C -0.685
3 O -0.479
4 C 0.802
5 C -0.810
6 C -0.235
7 C -0.330
8 C -0.764
9 C -0.407
10 C 0.874
11 C 0.227
12 C -1.273
13 C -1.351
14 C 0.656
15 N 0.879
16 C 0.973
17 C -0.158
18 C -0.890
19 C -1.175
20 C -0.399
21 C -0.321
22 C 0.088
23 C -0.084
24 C -0.517
25 C 0.363
26 O -0.476
27 C -0.552
28 C -0.709
29 C -0.281
30 C 0.255
31 N 0.108
32 C -0.236
33 C 0.457
34 C -0.499
35 C 0.024
36 C -0.625
37 C 0.806
38 O -0.477
39 C -0.802
40 C -0.931
41 C -0.106
42 C 0.232
43 C -1.561
44 C -0.839
45 C 0.341
46 N -0.331
47 C -0.767
48 C -1.085
49 N 0.820
50 C -0.550
51 C -0.840
52 C -0.513
53 C 0.748
54 O -0.446
55 C -0.826
56 C -0.502
57 C -0.499
58 H 0.262
59 H 0.210
60 H 0.307
61 H 0.471
62 H 0.620
63 H 0.620
64 H 0.484
65 H 0.709
66 H 0.656
67 H 0.695
68 H 0.676
69 H 0.489
70 H 0.315
71 H 0.311
72 H 0.078
73 H 0.337
74 H 0.599
75 H 0.462
76 H 0.532
77 H 0.483
78 H 0.249
79 H 0.325
80 H 0.312
81 H 0.457
82 H 0.522
83 H 0.591
84 H 0.688
85 H 0.622
86 H 0.653
87 H 0.389
88 H 0.373
89 H 0.245
90 H 0.308
91 H 0.359
92 H 0.434
93 H 0.535
94 N 0.177
95 P 0.985
96 C 0.930
97 C 0.128
98 C -0.750
99 C -0.979

C66H55F11 | ωB97M-V/def2-TZVPD

Structure (XYZ):
```
132
Properties=species:S:1:pos:R:3
F 4.2288 1.9084 -4.8269
C 5.3856 1.2630 -4.5591
C 6.1653 1.5255 -3.4631
C 7.3447 0.8499 -3.3410
C 7.8333 -0.0772 -4.3084
C 7.0382 -0.3298 -5.3968
C 5.8248 0.3150 -5.5205
H 5.8191 2.3250 -2.8248
H 8.0021 1.0959 -2.5202
H 8.8204 -0.5153 -4.3009
H 7.3444 -0.8852 -6.2710
H 5.2532 0.0406 -6.3947
F 4.6435 -7.0524 -0.3162
C 4.1707 -5.9352 -1.0137
C 4.4012 -5.9417 -2.3354
C 3.9106 -4.8777 -3.1032
C 3.2152 -3.8221 -2.4332
C 2.9475 -3.8455 -1.0527
C 3.4775 -4.9010 -0.3887
H 4.9266 -6.7469 -2.8274
H 4.1836 -4.7312 -4.1378
H 2.8365 -2.9228 -2.8961
H 2.4340 -2.9724 -0.6778
H 3.3019 -4.9958 0.6727
F -1.2652 0.0109 -3.0920
C -1.2177 0.2972 -1.7802
C -0.0930 1.0052 -1.3397
C 0.0869 1.2938 -0.0183
C -0.9257 0.7394 0.8106
C -1.9643 -0.0417 0.3670
C -2.1875 -0.2501 -1.0017
H 0.7773 1.3222 -1.8952
H 0.7675 2.0044 0.4270
H -0.7916 0.9148 1.8678
H -2.6669 -0.5421 1.0170
H -3.0456 -0.6906 -1.4875
F -1.5825 -5.2089 2.1781
C -2.6001 -5.9744 1.6233
C -3.0494 -5.6934 0.3452
C -4.0216 -6.4790 -0.2365
C -4.5228 -7.5644 0.5133
C -4.1112 -7.7424 1.8339
C -3.2050 -6.8977 2.4342
H -2.6140 -4.8444 -0.1608
H -4.4117 -6.3100 -1.2293
H -5.3139 -8.2248 0.1900
H -4.5506 -8.5938 2.3323
H -2.7886 -7.0817 3.4136
F 8.4772 4.7854 3.4371
C 7.5858 3.7912 3.5049
C 7.6690 2.6591 2.6777
C 6.6123 1.7223 2.7046
C 5.5042 2.0123 3.5093
C 5.4414 3.0657 4.2477
C 6.4637 4.0020 4.2705
H 8.5020 2.4316 2.0291
H 6.6210 0.9361 1.9642
H 4.6506 1.3509 3.5279
H 4.5133 3.1572 4.7925
H 6.4230 4.8642 4.9197
F -9.1642 0.8712 1.9545
C -9.1607 1.5056 3.1110
C -10.2171 2.2344 3.5225
C -10.1398 2.8381 4.8026
C -9.0284 2.6839 5.6430
C -7.9389 1.9977 5.1303
C -8.0074 1.3519 3.8632
H -11.1418 2.0900 2.9835
H -11.0100 3.2365 5.3031
H -8.8734 3.1840 6.5876
H -6.9982 2.0227 5.6602
H -7.1730 0.7753 3.4920
F 1.5040 8.7988 -5.5020
C 0.7008 7.6919 -5.5270
C -0.4582 7.6305 -4.7684
C -1.2690 6.5331 -4.8412
C -0.8715 5.3946 -5.5119
C 0.2210 5.4852 -6.4148
C 0.9289 6.6727 -6.4379
H -0.7745 8.4547 -4.1463
H -2.2344 6.4073 -4.3738
H -1.4537 4.4960 -5.3707
H 0.3530 4.6780 -7.1200
H 1.6836 6.6281 -7.2092
F -4.0333 -1.9390 -8.0650
C -3.9266 -3.2076 -8.4748
C -5.0046 -3.8822 -9.0241
C -4.8638 -5.2127 -9.3752
C -3.6331 -5.8100 -9.1879
C -2.5768 -5.1918 -8.5669
C -2.7912 -3.8625 -8.1458
H -5.9465 -3.3743 -9.1697
H -5.7227 -5.7745 -9.7116
H -3.3892 -6.7506 -9.6591
H -1.6484 -5.7200 -8.4071
H -2.0311 -3.3060 -7.6176
F -4.1692 -2.8862 4.5870
C -5.3618 -3.0446 5.1303
C -5.4569 -3.2490 6.4632
C -6.6930 -3.5507 7.0504
C -7.7577 -3.7481 6.2325
C -7.6479 -3.5380 4.8452
C -6.4452 -3.2030 4.2859
H -4.5620 -3.1865 7.0645
H -6.7798 -3.7859 8.1009
H -8.7117 -4.0533 6.6362
H -8.4921 -3.7491 4.2056
H -6.3508 -3.1423 3.2117
F 1.8216 7.3346 -0.0179
C 3.0418 7.7346 -0.4412
C 3.3079 8.8377 -1.2888
C 4.5814 9.0446 -1.8121
C 5.6707 8.1441 -1.5276
C 5.4770 7.1997 -0.5519
C 4.1460 7.0058 -0.0603
H 2.4838 9.4619 -1.6014
H 4.8263 9.9198 -2.3956
H 6.6739 8.4291 -1.8083
H 6.3406 6.6642 -0.1862
H 3.9764 6.3668 0.7937
F 1.6365 1.1453 6.8193
C 2.3167 0.0109 7.2142
C 1.7495 -1.1424 6.7806
C 2.3531 -2.3887 7.0732
C 3.6116 -2.4183 7.7237
C 4.2367 -1.1720 8.0224
C 3.6010 0.0760 7.7775
H 0.7354 -1.0767 6.4151
H 1.9062 -3.2607 6.6190
H 4.1542 -3.3172 7.9766
H 5.1224 -1.0668 8.6314
H 4.0722 0.9753 8.1458
```

Values from the calculation:
- ΔE to the lowest compared entry with this formula, charge and spin (kcal per mole) = 122.3
- HOMO-LUMO gap (eV) = 9.335
- HOMO level (eV) = -9.1

Results of the Mulliken charge analysis, in e, for atoms 1 through 99:
1 F -0.292
2 C 0.463
3 C -0.568
4 C -0.192
5 C -0.583
6 C -0.270
7 C -0.499
8 H 0.465
9 H 0.356
10 H 0.380
11 H 0.371
12 H 0.367
13 F -0.305
14 C 0.236
15 C -0.133
16 C -0.641
17 C -0.218
18 C -0.608
19 C -0.294
20 H 0.400
21 H 0.349
22 H 0.366
23 H 0.471
24 H 0.377
25 F -0.309
26 C 0.448
27 C -0.510
28 C -0.449
29 C -0.479
30 C -0.438
31 C -0.410
32 H 0.419
33 H 0.463
34 H 0.359
35 H 0.432
36 H 0.476
37 F -0.313
38 C 0.386
39 C -0.398
40 C -0.420
41 C -0.451
42 C -0.308
43 C -0.512
44 H 0.475
45 H 0.392
46 H 0.351
47 H 0.350
48 H 0.446
49 F -0.299
50 C 0.295
51 C -0.384
52 C -0.515
53 C -0.434
54 C -0.397
55 C -0.290
56 H 0.417
57 H 0.377
58 H 0.402
59 H 0.409
60 H 0.418
61 F -0.301
62 C 0.637
63 C -0.540
64 C -0.244
65 C -0.585
66 C -0.287
67 C -0.514
68 H 0.348
69 H 0.328
70 H 0.370
71 H 0.354
72 H 0.433
73 F -0.305
74 C 0.176
75 C -0.232
76 C -0.403
77 C -0.345
78 C -0.466
79 C -0.292
80 H 0.402
81 H 0.350
82 H 0.390
83 H 0.381
84 H 0.345
85 F -0.289
86 C 0.117
87 C -0.230
88 C -0.514
89 C -0.240
90 C -0.536
91 C -0.148
92 H 0.391
93 H 0.363
94 H 0.327
95 H 0.366
96 H 0.394
97 F -0.279
98 C 0.266
99 C -0.286

C66H56N3OP2S3Ti | ωB97M-V/def2-TZVPD

Structure (XYZ):
```
132
Properties=species:S:1:pos:R:3
Ti -0.7907 -0.5166 -1.1909
O 0.5652 0.3610 0.1042
S 0.6479 -0.4221 1.4064
C 1.4591 0.6396 2.6406
C 2.8038 0.4289 2.8943
C 3.4596 0.8561 4.0516
C 2.7440 1.5071 5.0080
C 3.1453 2.0415 6.3593
C 1.8815 2.7522 6.8948
C 0.8445 2.5611 5.8171
C -0.4423 2.9956 5.7195
C -1.1625 2.6798 4.5666
C -0.6737 1.9020 3.5272
P -1.8007 1.7349 2.0721
C -3.3423 1.4295 3.0300
C -3.2364 0.4033 3.9769
C -4.3386 -0.0404 4.6815
C -5.5841 0.5310 4.4553
C -5.7080 1.5280 3.5021
C -4.6036 1.9614 2.7805
C -1.6842 3.5373 1.6717
C -0.3741 4.0167 1.5368
C -0.1218 5.3320 1.1928
C -1.1755 6.1988 0.9348
C -2.4734 5.7339 1.0520
C -2.7274 4.4185 1.4190
C 0.6727 1.4182 3.5914
C 1.3927 1.8129 4.7588
C 1.9999 -1.5756 1.1790
C 2.0503 -2.4272 2.2720
C 3.1332 -3.2642 2.5471
C 4.2131 -3.1988 1.7074
C 5.5551 -3.8830 1.7747
C 6.3146 -3.3880 0.5183
C 5.3747 -2.4052 -0.1336
C 5.5182 -1.6264 -1.2486
C 4.4041 -0.9038 -1.6934
C 3.1716 -0.8857 -1.0480
P 1.7624 -0.2194 -2.0310
C 2.3248 1.5172 -2.3378
C 3.1852 1.8402 -3.3895
C 3.5008 3.1596 -3.6738
C 2.9521 4.1847 -2.9217
C 2.1174 3.8769 -1.8587
C 1.8172 2.5573 -1.5601
C 2.0762 -0.9114 -3.7124
C 1.4209 -0.2733 -4.7695
C 1.4988 -0.7706 -6.0572
C 2.2093 -1.9356 -6.3157
C 2.8215 -2.6034 -5.2673
C 2.7500 -2.1003 -3.9749
C 3.0508 -1.5536 0.2124
C 4.1652 -2.3558 0.5815
H 3.3891 -0.0972 2.1526
H 4.5144 0.6432 4.1740
H 3.9879 2.7298 6.2681
H 3.4577 1.2333 7.0238
H 2.0741 3.8127 7.0687
H 1.5463 2.3215 7.8401
H -0.9122 3.5829 6.4994
H -2.1678 3.0707 4.4713
H -2.2718 -0.0622 4.1413
H -4.2296 -0.8421 5.4014
H -6.4506 0.1958 5.0112
H -6.6789 1.9634 3.3007
H -4.7532 2.6772 1.9881
H 0.4618 3.3502 1.7123
H 0.9002 5.6856 1.1270
H -0.9856 7.2246 0.6440
H -3.3072 6.3925 0.8437
H -3.7518 4.0945 1.4876
H 1.2008 -2.4008 2.9454
H 3.1198 -3.9032 3.4204
H 5.4419 -4.9685 1.7792
H 6.0835 -3.6080 2.6901
H 6.5327 -4.2125 -0.1642
H 7.2691 -2.9250 0.7756
H 6.4480 -1.5884 -1.8038
H 4.4942 -0.3442 -2.6137
H 3.5851 1.0607 -4.0235
H 4.1605 3.3825 -4.5040
H 3.1633 5.2182 -3.1675
H 1.6722 4.6712 -1.2760
H 1.1525 2.3394 -0.7394
H 0.8477 0.6243 -4.5674
H 1.0002 -0.2518 -6.8665
H 2.2714 -2.3318 -7.3214
H 3.3622 -3.5228 -5.4574
H 3.2302 -2.6399 -3.1680
C -2.3561 4.2813 -3.3206
S -3.6182 3.2398 -2.5453
C -2.6765 1.8224 -2.0328
S -1.1134 1.4756 -2.7094
N -3.2957 1.0493 -1.2119
N -2.6201 -0.0839 -0.8423
C -3.2953 -0.9562 -0.0278
C -2.5822 -2.0078 0.4705
C -3.1113 -3.0101 1.3518
C -2.3370 -4.0485 1.7440
C -0.9983 -4.1404 1.2378
C -0.5360 -3.1576 0.4116
N -1.2454 -2.0687 0.0397
H -2.8876 5.0852 -3.8269
H -1.7932 3.6804 -4.0280
H -1.6917 4.6789 -2.5545
H -4.3347 -0.7710 0.2092
H -4.1348 -2.8972 1.6881
H -2.7118 -4.8114 2.4162
H -0.3536 -4.9677 1.5048
H 0.4659 -3.2235 0.0033
C -1.1781 -2.6766 -4.7714
C -1.5321 -2.9015 -3.2839
C -1.2301 -4.3756 -2.9598
C -0.6428 -2.0087 -2.4360
C -3.0042 -2.5574 -3.0821
C -3.4766 -1.3050 -3.4782
C -4.8220 -0.9878 -3.3953
C -5.7291 -1.9107 -2.8929
C -5.2664 -3.1346 -2.4409
C -3.9174 -3.4541 -2.5367
H -1.8377 -3.2640 -5.4181
H -1.2690 -1.6227 -5.0291
H -0.1451 -2.9762 -4.9591
H -0.1961 -4.5951 -3.2338
H -1.8812 -5.0475 -3.5267
H -1.3430 -4.5700 -1.8918
H 0.3545 -2.4821 -2.3757
H -2.7813 -0.5649 -3.8535
H -5.1641 -0.0136 -3.7225
H -6.7866 -1.6783 -2.8470
H -5.9566 -3.8570 -2.0202
H -3.5904 -4.4180 -2.1697
```

Values from the calculation:
- charge = -1
- ΔE to the lowest compared entry with this formula, charge and spin (kcal per mole) = 47.7
- HOMO-LUMO gap (alpha / beta) (eV) = 3.535 / 3.512
- HOMO level (alpha / beta) (eV) = -1.9 / -1.9

Results of the Mulliken charge analysis, in e, for atoms 1 through 99:
1 Ti -2.575
2 O 0.660
3 S 1.453
4 C -0.163
5 C -0.071
6 C -1.410
7 C -0.013
8 C -0.809
9 C -0.887
10 C 0.246
11 C -1.163
12 C 0.225
13 C -0.873
14 P 1.806
15 C 0.222
16 C -0.285
17 C -0.689
18 C -0.524
19 C -0.768
20 C -0.545
21 C 1.010
22 C -0.410
23 C -0.695
24 C -0.666
25 C -0.842
26 C -0.427
27 C -1.090
28 C 1.364
29 C -0.827
30 C 0.701
31 C -1.479
32 C 0.717
33 C -0.827
34 C -0.708
35 C 0.134
36 C -1.295
37 C 0.526
38 C -1.136
39 P 2.766
40 C 1.080
41 C -0.377
42 C -1.062
43 C -0.774
44 C -0.804
45 C -0.767
46 C 0.583
47 C -0.640
48 C -0.652
49 C -0.742
50 C -0.764
51 C -0.318
52 C -1.191
53 C 0.422
54 H 0.610
55 H 0.493
56 H 0.264
57 H 0.270
58 H 0.263
59 H 0.293
60 H 0.441
61 H 0.533
62 H 0.343
63 H 0.417
64 H 0.372
65 H 0.407
66 H 0.432
67 H 0.093
68 H 0.485
69 H 0.367
70 H 0.434
71 H -0.056
72 H 0.561
73 H 0.478
74 H 0.320
75 H 0.247
76 H 0.232
77 H 0.324
78 H 0.457
79 H 0.414
80 H 0.327
81 H 0.393
82 H 0.404
83 H 0.462
84 H 0.259
85 H 0.305
86 H 0.424
87 H 0.331
88 H 0.377
89 H 0.277
90 C -0.630
91 S -0.180
92 C 0.399
93 S -0.587
94 N -1.700
95 N 3.111
96 C -1.154
97 C -0.212
98 C -1.152
99 C -1.013

Maximum force list, top to bottom, in eV/Å: 2.6 5.9 2.8
Energy list, top to bottom, in hartree: -3552.14581 -3646.31539 -5514.86906